{
  "formula": "C30H33MoN2O11",
  "method": "wB97M-V/def2-TZVPD",
  "homo_lumo_gap_ha": [0.1661, 0.1778],
  "charge": -1,
  "e_above_lowest_kcal_mol": 30.5,
  "e_lumo_ev": [1.24, 1.24],
  "energy_ev": -58997.0257,
  "multiplicity": 3,
  "symbols": ["C", "C", "C", "C", "H", "H", "C", "H", "H", "C", "H", "H", "C", "C", "C", "O", "O", "O", "O", "C", "H", "H", "H", "C", "H", "H", "H", "O", "H", "H", "C", "C", "H", "H", "H", "H", "H", "H", "Mo", "C", "C", "C", "H", "C", "C", "H", "H", "H", "H", "C", "C", "C", "H", "C", "C", "H", "H", "H", "H", "O", "C", "O", "C", "C", "C", "C", "C", "C", "N", "O", "O", "N", "O", "O", "H", "H", "H"],
  "xyz": [[0.32559, -0.27148, -7.31264], [0.12097, -0.97238, -5.94706], [-0.12345, 1.19533, -7.15193], [-0.92118, 1.31451, -5.83435], [-0.73348, 1.47318, -8.01834], [0.77899, 1.81778, -7.15458], [-1.00040, -0.23440, -5.27238], [1.05137, -0.91530, -5.36864], [-0.11594, -2.03142, -6.08654], [-1.36624, -0.72302, -3.85574], [-1.89154, -0.53297, -5.85449], [-1.96232, 1.58260, -6.07653], [-0.38355, 2.45689, -5.02664], [1.76764, -0.41982, -7.78524], [-0.41776, -0.91592, -8.48190], [-0.92189, -0.28779, -9.40150], [2.73957, -0.41906, -7.03502], [1.87990, -0.56422, -9.11297], [-0.45164, -2.25590, -8.44359], [-1.06543, -2.82810, -9.60638], [-0.95031, -3.90500, -9.47793], [-0.55058, -2.47924, -10.50868], [-2.12191, -2.54485, -9.65562], [3.21953, -0.77393, -9.56675], [3.89048, 0.00730, -9.18601], [3.16535, -0.74940, -10.65592], [3.57407, -1.75344, -9.21881], [-0.60607, -0.41111, -2.71756], [-1.31903, -1.82641, -3.88460], [-2.42860, -0.48380, -3.68749], [-1.31597, 3.09826, -4.08526], [1.06630, 2.46357, -4.75769], [1.67768, 3.21329, -5.29573], [1.52042, 1.48498, -4.98208], [1.23692, 2.62706, -3.68100], [-0.81668, 3.24096, -3.11780], [-2.17079, 2.43155, -3.89030], [-1.72952, 4.07060, -4.40339], [-0.29473, 0.04280, -1.00014], [-2.09285, 0.58297, 0.41861], [-2.71376, 0.24503, -0.83170], [-2.43572, -1.14259, -1.09105], [-3.31331, 0.89918, -1.46050], [-1.59322, -1.64800, -0.05190], [-1.41038, -0.59114, 0.91286], [-0.85933, -0.68299, 1.84792], [-2.15493, 1.56739, 0.89196], [-2.80183, -1.72164, -1.93336], [-1.20818, -2.66489, -0.02009], [1.77039, 0.97499, -0.24409], [1.50706, -0.23609, 0.47356], [1.48570, -1.32436, -0.46167], [1.37291, -0.32815, 1.55174], [1.79787, -0.79267, -1.76413], [1.95877, 0.63467, -1.63162], [2.24892, 1.31144, -2.43045], [1.85073, 1.97449, 0.17156], [1.30841, -2.37495, -0.23824], [1.92245, -1.36530, -2.67500], [0.32693, 0.19002, 3.21383], [0.14034, 1.43638, 3.08065], [-0.05003, 2.13071, 2.04929], [0.15996, 2.17653, 4.40403], [-0.41798, 3.45171, 4.50884], [-0.38221, 4.16232, 5.73106], [0.24845, 3.61510, 6.85857], [0.81691, 2.33629, 6.75850], [0.75535, 1.60934, 5.54660], [1.49753, 1.76985, 7.89174], [1.56533, 2.44737, 8.93983], [1.99534, 0.63010, 7.78307], [-1.00027, 5.45593, 5.81222], [-1.57466, 5.90626, 4.79780], [-0.94042, 6.07702, 6.89328], [-0.89434, 3.89872, 3.63695], [0.29517, 4.17004, 7.78860], [1.17682, 0.60670, 5.49943]],
  "atomic_forces_ev_per_a": [[0.08, -0.91, -0.62], [0.89, 0.01, -0.15], [0.24, -0.25, -0.22], [-0.16, -0.03, 0.23], [0.26, 0.00, 0.21], [-0.35, 0.07, 0.15], [-0.76, 0.99, -0.77], [-0.11, 0.08, -0.16], [0.07, 0.13, 0.07], [0.18, -0.10, 1.12], [0.00, -0.19, 0.33], [0.23, -0.18, 0.07], [-0.25, -1.21, -0.04], [1.72, 0.23, 1.67], [-1.51, 0.78, -0.91], [0.45, -0.73, 1.12], [-1.44, 0.04, -1.20], [0.27, 0.11, 0.21], [0.04, 0.22, -0.06], [0.09, -0.22, 0.01], [-0.09, 0.13, -0.10], [-0.16, -0.11, 0.18], [0.23, -0.07, -0.03], [0.29, -0.08, -0.09], [-0.23, -0.24, -0.13], [0.04, -0.01, 0.17], [-0.03, 0.29, -0.10], [-0.56, 0.11, -6.45], [-0.24, 0.01, -0.51], [0.10, 0.24, 0.07], [-0.42, 0.19, 0.80], [1.03, -0.06, 0.55], [-0.33, -0.10, 0.08], [-0.06, 0.23, -0.03], [-0.01, 0.12, -0.33], [-0.19, 0.15, -0.08], [0.10, 0.23, -0.05], [0.16, -0.17, -0.03], [0.27, -2.13, 3.87], [-0.13, 0.22, -0.13], [0.52, -0.44, 0.55], [0.23, 0.43, 1.26], [0.20, -0.13, 0.22], [-0.89, 0.67, -0.56], [-0.30, 0.34, -0.67], [-0.15, 0.28, -0.37], [0.15, -0.65, -0.09], [0.32, 0.22, 0.08], [-0.12, 0.34, 0.16], [-0.05, -0.16, -0.52], [0.19, 0.22, -0.44], [0.55, 0.59, -1.01], [-0.24, 0.19, -0.47], [0.43, 0.77, 1.49], [-0.12, -0.61, 0.55], [-0.19, -0.18, 0.28], [-0.08, -0.35, 0.01], [0.10, 0.37, -0.02], [-0.37, 0.13, 0.12], [-0.05, 0.96, -0.01], [0.01, -0.56, -0.72], [0.19, -0.73, 1.20], [-0.03, 0.91, 1.30], [0.14, 0.18, 0.49], [0.77, -1.99, -0.38], [-0.03, -0.02, -0.11], [-0.83, 0.63, -1.86], [-0.07, 0.44, 0.32], [1.18, -1.03, 2.04], [-0.15, -1.09, -1.75], [-0.92, 2.05, 0.13], [-1.17, 2.36, 0.03], [1.06, -0.87, 1.84], [-0.05, -1.05, -1.69], [0.21, -0.19, 0.19], [-0.01, -0.10, -0.17], [-0.13, 0.29, -0.12]],
  "mulliken_charge": [3.33, -1.62, -1.76, 0.51, 0.43, 0.26, 0.73, 0.24, 0.61, -1.63, 0.31, 0.53, 0.34, -0.53, -0.21, -0.65, -0.64, -0.26, -0.27, -0.78, 0.25, 0.31, 0.31, -0.75, 0.29, 0.25, 0.32, -0.49, 0.33, 0.49, -1.24, -1.30, 0.22, 0.26, 0.39, 0.26, 0.29, 0.29, 0.73, -0.23, -0.83, -0.23, 0.36, -0.58, -0.78, 0.74, 0.42, 0.72, 0.38, -0.53, -0.72, -0.58, 0.68, -0.36, -0.54, 0.52, 0.44, 0.47, 0.54, -0.80, 0.27, -0.67, 0.24, -0.47, -0.10, -0.26, -0.11, -0.37, 0.99, -0.61, -0.60, 0.99, -0.60, -0.62, 0.58, 0.56, 0.57]
}

---

{
  "formula": "C30H33N7O5STi",
  "method": "wB97M-V/def2-TZVPD",
  "homo_lumo_gap_ha": 0.3057,
  "e_above_lowest_kcal_mol": 0.0,
  "e_lumo_ev": 0.05,
  "energy_ev": -86268.3203,
  "multiplicity": 1,
  "symbols": ["Ti", "C", "C", "N", "C", "C", "C", "C", "C", "C", "C", "N", "C", "C", "N", "N", "H", "H", "H", "H", "H", "H", "H", "H", "H", "H", "H", "H", "H", "H", "H", "H", "H", "H", "O", "C", "N", "C", "O", "C", "C", "C", "C", "C", "N", "C", "C", "C", "C", "C", "N", "H", "H", "H", "H", "H", "H", "H", "H", "C", "C", "C", "C", "C", "C", "C", "S", "O", "O", "O", "H", "H", "H", "H", "H", "H", "H"],
  "xyz": [[0.08481, 1.51132, -0.25413], [-3.09588, 0.85919, 0.54395], [-2.29780, 0.06104, 1.54800], [-0.94397, -0.18380, 1.03360], [-0.09445, -0.80313, 2.06228], [1.23790, -0.12379, 2.20359], [2.13237, -0.48635, 3.19394], [3.38373, 0.11076, 3.21196], [3.71162, 1.01936, 2.22413], [2.75830, 1.33422, 1.26804], [2.99879, 2.23364, 0.10464], [1.75835, 2.35122, -0.61752], [-0.49759, 2.63844, 1.54380], [-1.94512, 2.94670, 1.21187], [-2.29790, 2.00443, 0.12373], [1.53564, 0.80516, 1.29727], [-4.04611, 1.16498, 1.00080], [-3.29793, 0.25620, -0.33998], [-2.81072, -0.87871, 1.78253], [-2.20206, 0.61937, 2.48153], [-1.01946, -0.80828, 0.23113], [0.08547, -1.85805, 1.83446], [-0.61083, -0.77435, 3.02447], [1.85780, -1.24194, 3.91827], [4.10394, -0.15259, 3.97594], [4.69257, 1.47181, 2.17407], [3.78925, 1.77901, -0.50378], [3.36739, 3.20662, 0.45957], [1.84540, 2.95952, -1.41983], [0.11082, 3.52504, 1.72672], [-0.40989, 2.00894, 2.43096], [-2.06763, 3.96213, 0.83645], [-2.64522, 2.84092, 2.05057], [-2.77884, 2.46955, -0.63484], [-0.02880, 0.12308, -4.08129], [-0.64414, 0.04655, -3.05121], [-0.83517, 1.17617, -2.21582], [-1.53907, 2.14330, -2.83971], [-2.30809, 2.03715, -3.78549], [-1.27200, 3.51700, -2.27761], [-1.76974, 4.65176, -2.89813], [-1.39424, 5.88794, -2.40549], [-0.52888, 5.94376, -1.32034], [-0.09614, 4.76012, -0.75315], [-0.47675, 3.56728, -1.21254], [-1.27101, -1.27967, -2.67689], [-1.03188, -2.36280, -3.51730], [-1.66621, -3.56160, -3.25169], [-2.51415, -3.64330, -2.15507], [-2.66954, -2.51796, -1.36466], [-2.06248, -1.35707, -1.61084], [-2.41387, 4.52286, -3.75611], [-1.75424, 6.79782, -2.86785], [-0.19136, 6.88782, -0.91634], [0.57840, 4.74806, 0.09208], [-0.35379, -2.23187, -4.34685], [-1.50120, -4.42209, -3.88717], [-3.03780, -4.55787, -1.91103], [-3.31442, -2.54684, -0.49066], [1.06421, -5.84739, 2.66062], [1.32315, -4.71808, 1.70042], [2.42984, -3.89108, 1.84205], [2.67050, -2.85183, 0.94844], [1.79333, -2.63554, -0.09690], [0.69101, -3.46612, -0.26972], [0.45811, -4.49269, 0.62615], [2.01865, -1.26574, -1.20645], [1.97182, -1.80910, -2.53592], [3.23296, -0.60019, -0.79696], [0.79648, -0.44407, -0.92119], [1.79333, -5.85298, 3.46990], [1.12003, -6.81099, 2.15118], [0.06847, -5.76968, 3.10054], [3.11929, -4.06103, 2.66154], [3.52851, -2.20183, 1.05845], [0.02753, -3.30219, -1.10933], [-0.40339, -5.13768, 0.49017]],
  "atomic_forces_ev_per_a": [[-0.04, -0.06, 0.00], [0.02, 0.00, -0.01], [0.00, 0.00, 0.00], [0.02, 0.05, -0.02], [0.00, 0.00, 0.01], [-0.01, 0.01, 0.01], [0.00, 0.01, 0.01], [0.00, 0.00, 0.00], [0.00, 0.01, 0.00], [0.00, 0.00, 0.01], [0.00, 0.00, -0.02], [0.01, 0.06, 0.02], [0.02, 0.01, -0.01], [0.01, 0.01, 0.01], [-0.05, 0.04, -0.01], [0.02, -0.02, -0.01], [0.00, 0.00, 0.00], [0.00, 0.00, 0.00], [0.00, 0.00, 0.00], [0.00, 0.00, 0.00], [-0.01, -0.02, -0.02], [0.00, 0.01, 0.00], [0.00, -0.01, 0.00], [0.00, 0.00, 0.00], [0.00, 0.00, 0.00], [0.00, 0.00, 0.00], [0.00, 0.00, 0.01], [0.00, 0.00, 0.00], [-0.01, -0.01, 0.00], [0.00, 0.00, -0.01], [0.00, 0.00, 0.00], [0.00, 0.01, -0.01], [0.00, 0.00, 0.00], [-0.02, 0.00, 0.02], [-0.04, 0.01, -0.02], [0.10, -0.02, 0.05], [0.03, -0.03, 0.06], [0.00, -0.01, 0.02], [0.00, -0.01, -0.01], [-0.01, 0.01, 0.00], [0.00, -0.01, 0.00], [0.01, 0.01, 0.00], [0.00, 0.00, -0.01], [0.00, -0.01, 0.00], [0.00, 0.03, 0.00], [-0.03, 0.01, -0.05], [0.00, 0.01, 0.01], [0.00, 0.00, 0.00], [0.00, -0.01, 0.00], [0.01, 0.00, 0.00], [-0.02, 0.00, 0.01], [0.00, 0.00, 0.00], [0.00, 0.00, 0.00], [0.00, 0.00, 0.00], [0.00, -0.01, 0.01], [0.00, 0.00, 0.00], [0.00, 0.00, 0.00], [0.00, 0.00, 0.00], [0.00, 0.00, 0.00], [0.00, 0.00, 0.00], [0.00, 0.00, 0.00], [0.00, 0.00, 0.00], [-0.01, -0.01, -0.01], [0.03, 0.00, 0.02], [-0.01, 0.00, -0.01], [0.00, 0.00, 0.00], [-0.07, 0.01, -0.02], [0.01, 0.00, 0.00], [0.01, -0.01, -0.01], [0.05, -0.05, -0.01], [0.00, 0.00, 0.00], [0.00, 0.00, 0.00], [0.00, 0.00, 0.00], [0.00, 0.00, 0.00], [0.00, 0.00, 0.00], [0.00, 0.00, 0.00], [0.00, 0.00, 0.00]],
  "mulliken_charge": [-1.29, -1.30, -0.86, 1.15, -1.75, 0.92, -0.83, -0.78, -1.09, 0.45, -1.23, 0.77, -0.61, -1.44, -0.03, 1.00, 0.48, 0.47, 0.44, 0.60, -0.73, 0.15, 0.60, 0.53, 0.41, 0.54, 0.40, 0.49, 0.23, 0.70, 0.55, 0.32, 0.47, 0.42, -0.65, -0.65, 1.33, 0.19, -0.76, 0.22, -0.85, -0.45, -1.01, -0.31, 0.43, 0.83, -0.65, -0.47, -0.90, -0.03, -0.07, 0.58, 0.44, 0.44, 0.43, 0.47, 0.43, 0.44, 0.37, -1.50, 1.16, -0.94, -0.37, -0.47, -0.22, -0.79, 1.57, -0.78, -0.74, 0.34, 0.36, 0.33, 0.33, 0.34, 0.63, 0.36, 0.45]
}

---

{
  "formula": "C30H34BeN2OSSi",
  "method": "wB97M-V/def2-TZVPD",
  "homo_lumo_gap_ha": 0.2168,
  "e_lumo_ev": -1.01,
  "energy_ev": -55807.8425,
  "multiplicity": 1,
  "symbols": ["Be", "C", "Si", "C", "C", "C", "C", "C", "C", "N", "C", "S", "H", "H", "H", "H", "H", "H", "H", "H", "H", "H", "H", "H", "N", "C", "C", "C", "C", "C", "C", "C", "C", "C", "C", "C", "C", "H", "H", "H", "H", "H", "H", "H", "H", "H", "H", "C", "C", "C", "C", "C", "C", "C", "O", "C", "C", "C", "H", "H", "H", "H", "H", "H", "H", "H", "H", "H", "H", "H"],
  "xyz": [[0.86365, -1.10749, -0.48079], [4.67755, 4.23071, -2.38669], [3.71435, 3.72311, -0.82309], [2.00925, 4.57271, -0.75709], [4.67725, 4.34081, 0.72031], [3.62045, 1.83941, -0.56919], [4.60775, 1.23481, 0.17461], [4.46885, -0.07729, 0.63181], [3.28765, -0.72529, 0.36911], [2.34905, -0.21139, -0.43019], [2.52595, 1.02141, -0.96399], [1.41125, 1.52041, -2.12279], [4.80105, 5.30871, -2.42509], [4.15735, 3.92491, -3.28719], [5.66695, 3.78531, -2.40599], [2.10825, 5.62321, -0.49819], [1.37165, 4.10841, -0.01189], [1.49325, 4.51061, -1.70819], [4.62975, 5.42231, 0.80841], [5.72935, 4.07411, 0.68011], [4.26755, 3.91791, 1.63461], [5.49925, 1.78571, 0.42821], [5.24505, -0.53849, 1.22111], [3.06725, -1.69959, 0.78101], [-0.59525, -0.92259, -1.66839], [-1.67825, -1.67639, -1.12919], [-2.95415, -1.13309, -1.10959], [-4.00665, -1.80169, -0.50609], [-3.77945, -3.02269, 0.10321], [-2.51985, -3.59079, 0.04391], [-1.45595, -2.95339, -0.59429], [-0.16315, -3.63089, -0.75889], [-0.15545, -5.01389, -0.93809], [1.02605, -5.68589, -1.16749], [2.20795, -4.97249, -1.23229], [2.19325, -3.60329, -1.02999], [1.02505, -2.88229, -0.78559], [-0.17635, -1.40009, -2.46119], [-0.90025, -0.00709, -1.99099], [-3.12395, -0.16549, -1.56199], [-4.99695, -1.37069, -0.50479], [-4.58635, -3.54119, 0.60271], [-2.34975, -4.55369, 0.50361], [-1.08655, -5.56149, -0.93189], [1.01885, -6.75449, -1.31299], [3.13875, -5.47969, -1.44059], [3.13255, -3.07269, -1.08919], [-5.60505, 1.82281, 0.51861], [-4.29075, 1.27361, 0.96771], [-3.08985, 1.75541, 0.48011], [-1.87395, 1.18491, 0.83351], [-0.62725, 1.88791, 0.44541], [-1.87295, 0.00521, 1.61821], [-0.72585, -0.84059, 1.72961], [0.24995, -0.87539, 0.96881], [-3.08205, -0.39569, 2.24331], [-3.12865, -1.51639, 3.23591], [-4.25395, 0.24861, 1.91571], [-5.47695, 2.65591, -0.16749], [-6.18635, 2.15321, 1.37681], [-6.17235, 1.04041, 0.01361], [-3.07535, 2.59971, -0.19609], [-0.82125, 2.95561, 0.35371], [-0.24005, 1.56051, -0.52679], [0.16795, 1.72511, 1.16761], [-0.74065, -1.57199, 2.54621], [-2.96845, -2.47559, 2.74521], [-4.10415, -1.53129, 3.71681], [-2.36965, -1.39209, 4.00601], [-5.17625, -0.05909, 2.38841]],
  "atomic_forces_ev_per_a": [[0.53, -0.49, -1.18], [-0.41, -0.22, 0.56], [-0.03, 0.37, 0.08], [0.54, -0.26, -0.16], [-0.25, -0.22, -0.58], [0.08, 0.25, 0.08], [-0.14, -0.09, -0.05], [0.00, -0.15, 0.10], [0.59, -0.11, 0.16], [-0.30, -0.05, 0.20], [-0.15, 0.17, -0.18], [-0.19, 0.48, -1.06], [0.00, 0.24, 0.05], [-0.17, -0.12, -0.16], [0.19, -0.13, 0.06], [0.18, 0.21, 0.10], [-0.09, -0.15, 0.17], [-0.04, -0.09, -0.16], [-0.06, 0.21, -0.07], [0.21, -0.07, -0.02], [-0.12, -0.08, 0.10], [0.15, 0.10, 0.15], [-0.02, -0.13, 0.08], [0.02, -0.10, 0.04], [0.25, 0.22, 0.09], [-0.66, -0.44, 0.07], [-0.04, -0.01, -0.10], [0.03, -0.01, -0.07], [-0.10, -0.07, -0.08], [-0.06, 0.12, 0.02], [-0.28, 0.11, 0.01], [0.42, -0.21, -0.07], [-0.14, 0.02, -0.01], [-0.02, -0.14, -0.02], [0.15, -0.02, 0.05], [0.04, 0.11, -0.05], [-0.01, 0.48, 0.20], [0.13, 0.01, -0.11], [0.24, -0.04, 0.09], [0.01, 0.04, -0.08], [-0.04, 0.08, -0.01], [-0.04, -0.04, 0.02], [0.04, -0.06, 0.02], [-0.09, -0.10, -0.03], [0.01, -0.15, -0.04], [0.10, -0.07, -0.01], [0.20, 0.08, -0.01], [0.05, 0.05, 0.01], [0.14, -0.19, 0.18], [0.09, -0.05, 0.06], [-0.10, -0.16, 0.22], [0.09, -0.05, -0.20], [-0.56, 0.71, -0.16], [0.38, -0.35, -0.01], [-0.85, 0.40, 1.35], [0.22, -0.01, 0.00], [-0.01, -0.08, 0.02], [-0.01, 0.19, -0.06], [-0.03, 0.05, -0.02], [-0.13, 0.05, 0.02], [-0.08, 0.00, -0.03], [-0.05, 0.15, 0.02], [0.03, 0.02, 0.03], [0.01, 0.07, 0.14], [0.12, 0.03, 0.03], [0.11, 0.01, 0.01], [-0.01, -0.09, 0.04], [0.00, -0.08, 0.04], [0.01, -0.05, 0.10], [-0.09, -0.11, 0.01]],
  "mulliken_charge": [-0.05, -1.08, 0.04, -0.84, -1.21, 0.05, -0.03, -1.49, -0.25, 0.18, 0.39, -0.45, 0.34, 0.31, 0.35, 0.46, 0.08, 0.31, 0.38, 0.33, 0.36, 0.34, 0.39, 0.78, 0.00, 0.25, -0.74, -0.57, -1.12, -0.81, 1.00, 0.82, -0.77, -0.72, -0.84, -0.44, -0.40, 0.45, 0.40, 0.48, 0.46, 0.43, 0.55, 0.45, 0.39, 0.42, 0.50, -1.66, 0.93, -1.11, 1.03, -1.19, 0.56, -1.20, -0.06, 1.45, -1.95, -0.78, 0.38, 0.38, 0.31, 0.47, 0.58, -0.28, 0.45, 0.27, 0.31, 0.41, 0.46, 0.38]
}